Molecular formula: C21H17ClF2O2PSn
Method: DFT, wB97M-V/def2-TZVPD

The geometry in XYZ format:
```
45
C21H17ClF2O2PSn, DFT wB97M-V/def2-TZVPD
Sn -1.29835 1.14032 1.44745
C 2.88217 -2.57890 3.21452
C 2.00075 -1.58102 3.63472
C 1.07986 -1.06786 2.75664
C 1.14564 -1.44150 1.40171
C 2.04263 -2.49209 0.99971
C 2.75093 -3.17951 1.96554
P 0.17103 -0.56949 0.12927
C -0.86388 -1.86866 -0.51777
C -1.93618 -2.24813 0.31623
C -2.98897 -2.94407 -0.21039
C -2.97017 -3.47636 -1.52213
C -1.87519 -3.16848 -2.28642
C -0.78930 -2.46189 -1.80233
C 0.64405 2.84387 -0.56595
C 1.62101 3.78073 -0.76966
C 2.48680 4.03869 0.24151
C 2.27967 3.47879 1.48366
C 1.12041 2.76707 1.73243
C 0.25168 2.40539 0.72438
H 3.60121 -2.96533 3.88355
H 2.11683 -1.23030 4.66080
H 0.28617 -0.41568 3.22297
H 1.96205 -2.85911 -0.03456
H 3.23106 -4.14836 1.76762
H -1.82059 -2.03008 1.37315
H -3.85631 -3.12938 0.40599
H -3.80251 -4.03942 -1.85045
H -1.94258 -3.46769 -3.33359
H 0.09574 -2.26257 -2.40053
H 1.75013 4.19883 -1.79019
H 3.37724 4.59130 -0.05499
H 3.06633 3.48630 2.21451
H 0.94990 2.54860 2.76455
Cl -1.02601 3.37111 -4.27753
C -1.08557 1.64211 -3.72281
C -0.14708 1.50822 -2.50480
O 0.40752 0.45756 -2.27934
O -0.18291 2.61603 -1.67997
H -0.91352 0.91640 -4.55574
H -2.12996 1.63361 -3.35729
F -2.42491 1.35345 -1.14429
C -2.77879 1.95078 0.05076
F -2.70212 3.28059 -0.09281
H -3.78588 1.61614 0.36187
```

Its multiplicity is 1. For the gap between HOMO and LUMO (alpha / beta), the calculation gives 0.2052 / 0.2179 Ha. The net charge is +1.

---

Molecular formula: C21H17FIrN3O8
Method: DFT, wB97M-V/def2-TZVPD

The geometry in XYZ format:
```
51
C21H17FIrN3O8, DFT wB97M-V/def2-TZVPD
Ir 2.18933 0.83989 -0.17825
O 6.51560 4.83363 -0.42506
C 7.00395 3.62095 -0.39759
O 8.16840 3.36579 -0.23884
C 6.04976 2.47009 -0.56314
C 6.46388 1.14532 -0.56182
N 5.37754 0.37721 -0.67795
N 4.27271 1.12272 -0.76278
C 4.65423 2.39768 -0.70178
C 3.55154 3.42259 -0.73411
O 3.82875 4.60455 -0.70502
O 2.37062 2.90616 -0.75525
H 5.53786 4.88659 -0.56244
H 7.46677 0.75868 -0.49345
H 5.32092 -0.62706 -0.75997
C -3.08095 -4.33182 1.00263
C -3.65521 -3.30632 0.02843
C -4.95338 -2.72293 0.57027
C -5.51097 -1.69694 -0.40604
C -4.49789 -0.60996 -0.61863
C -4.88520 0.67926 -0.90302
C -3.93010 1.67994 -1.06224
F -4.34182 2.91749 -1.34314
C -2.59111 1.42657 -0.92976
C -2.17373 0.11867 -0.65810
C -0.74456 -0.15266 -0.55957
O 0.06253 0.82777 -0.60960
C -0.40792 -1.51096 -0.41489
C -1.38988 -2.46036 -0.25524
N -2.69400 -2.20090 -0.23876
C -3.12430 -0.90924 -0.49967
C 1.02427 -2.03900 -0.40019
O 1.17480 -3.22213 -0.20577
O 1.97801 -1.18318 -0.61247
H -3.88993 -4.96418 1.36279
H -2.63068 -3.83467 1.86241
H -2.34287 -4.98475 0.54199
H -3.86201 -3.79103 -0.93122
H -4.76452 -2.25261 1.53929
H -5.66967 -3.52850 0.72340
H -6.43886 -1.26740 -0.02978
H -5.73876 -2.18174 -1.36043
H -5.93313 0.92855 -1.00303
H -1.86800 2.22014 -1.04777
H -1.06794 -3.48252 -0.13074
C 1.21183 1.94903 2.53321
C 2.18032 0.92811 2.03238
O 2.85791 0.20312 2.62800
H 1.16394 1.91799 3.61962
H 0.22980 1.77360 2.09287
H 1.53215 2.93879 2.20027
```

Its expectation value of S² is 0.764. Its multiplicity is 2. The value obtained for the relative energy (zero: lowest compared OMol25 entry of this formula, charge and spin) is 27.1 kcal per mole. For the gap between HOMO and LUMO (alpha / beta), the calculation gives 0.2536 / 0.2083 Ha. The net charge is +1.

---

Molecular formula: C21H17FNO
Method: DFT, wB97M-V/def2-TZVPD

The geometry in XYZ format:
```
41
C21H17FNO, DFT wB97M-V/def2-TZVPD
O -4.94266 -0.91044 -1.87328
C -3.61290 -1.12580 -1.87484
C -3.10721 -2.00064 -2.86471
C -1.74631 -2.31418 -2.87031
C -0.95907 -1.84662 -1.83198
C -1.47892 -1.06206 -0.80789
C -2.81991 -0.63125 -0.84008
C -0.38365 -0.59707 0.14484
C -0.34899 -1.00510 1.62092
C -1.56974 -0.42137 2.39961
C -2.70588 -1.25395 2.55408
C -3.95853 -0.67389 2.80671
C -4.09655 0.70491 2.98188
C -2.95242 1.49633 3.02433
C -1.66765 0.92943 2.85860
C 1.00835 -0.71935 2.31783
C 1.86606 -1.80620 2.62230
C 3.22348 -1.54267 2.90683
C 3.73161 -0.25879 3.01891
C 2.81582 0.76015 2.88933
F 3.29230 2.04890 2.86458
C 1.45281 0.59607 2.56263
C 0.78880 -1.16860 -0.52065
N 0.45192 -1.91750 -1.59805
H -5.12807 -0.32314 -1.10198
H -3.80026 -2.45930 -3.57752
H -1.32018 -2.97906 -3.60140
H -3.22524 0.04077 -0.05483
H -0.44706 0.53534 0.41480
H -0.49037 -2.08971 1.45455
H -2.59720 -2.35883 2.54677
H -4.83039 -1.32122 2.81680
H -5.09129 1.16065 3.00996
H -3.02592 2.57548 3.16601
H -0.79728 1.53611 3.17225
H 1.46835 -2.82612 2.72113
H 3.88041 -2.39388 3.01720
H 4.80819 -0.05934 3.08568
H 0.82614 1.49201 2.47058
H 1.81311 -0.96567 -0.21583
H 1.13129 -2.38128 -2.19633
```

The SMILES is Oc1ccc2c(c1)[C@@H]([C@H](c1ccccc1)c1cccc(F)c1)C=[NH+]2. Its multiplicity is 1. For the gap between HOMO and LUMO, the calculation gives 0.2704 Ha. The net charge is +1.

---

Molecular formula: C21H17N3O5S2
Method: DFT, wB97M-V/def2-TZVPD

The geometry in XYZ format:
```
48
C21H17N3O5S2, DFT wB97M-V/def2-TZVPD
C -0.18867 -2.99328 1.15329
S -1.68760 -3.65846 0.37222
C -2.86606 -2.34793 0.50709
C -4.15258 -2.61396 0.04387
C -5.11281 -1.62333 0.08371
C -4.81532 -0.35945 0.56675
C -3.53008 -0.09526 1.01936
N -3.12641 1.18199 1.42674
C -3.52752 2.34209 0.80968
O -4.63490 2.54813 0.38438
C -2.43425 3.40638 0.77672
S -0.76577 2.69981 0.50159
C -1.16781 1.56090 -0.75504
N -2.38412 1.65756 -1.26981
C -2.78964 0.76710 -2.14892
C -1.99590 -0.29058 -2.57980
C -0.71218 -0.38820 -2.07802
C -0.26804 0.55154 -1.14821
C 1.05500 0.52145 -0.52416
O 1.43007 1.34040 0.28025
O 1.77677 -0.55775 -0.90984
C 3.07161 -0.75759 -0.47904
C 3.46761 -2.08556 -0.32979
C 4.76032 -2.38806 0.05749
C 5.66895 -1.37359 0.30113
C 5.26241 -0.05724 0.13641
N 6.21482 1.00977 0.36259
O 5.87829 2.13383 0.06985
O 7.29210 0.70410 0.82378
C 3.97156 0.27256 -0.25453
C -2.55853 -1.09438 1.00304
H -0.40151 -2.70049 2.17710
H 0.52729 -3.80947 1.14878
H 0.19723 -2.15847 0.57507
H -4.37986 -3.59496 -0.34314
H -6.10969 -1.83480 -0.27175
H -5.55390 0.42345 0.57410
H -2.18255 1.20640 1.79860
H -2.66819 4.12067 -0.01017
H -2.36898 3.92644 1.73294
H -3.79740 0.91123 -2.51227
H -2.37502 -1.01035 -3.28577
H -0.05022 -1.18285 -2.38692
H 2.75029 -2.86676 -0.52708
H 5.05845 -3.41833 0.17017
H 6.68244 -1.58037 0.60762
H 3.69753 1.31020 -0.36513
H -1.56605 -0.85940 1.35865
```

The SMILES is CSc1cccc(NC(=O)CSc2ncccc2C(=O)Oc2cccc([N+](=O)[O-])c2)c1. Its multiplicity is 1. The value obtained for the relative energy (zero: lowest compared OMol25 entry of this formula, charge and spin) is 45.7 kcal per mole. For the gap between HOMO and LUMO, the calculation gives 0.2767 Ha.

---

Molecular formula: C21H17NO7SV
Method: DFT, wB97M-V/def2-TZVPD

The geometry in XYZ format:
```
48
C21H17NO7SV, DFT wB97M-V/def2-TZVPD
V -0.65427 -0.74306 0.30565
O -0.78483 -0.22430 4.40369
C -0.77204 -0.59686 3.18220
O -0.70767 0.16045 2.19031
C -0.85574 -2.04565 2.90897
C -0.89314 -3.10374 3.77993
C -0.97235 -4.39703 3.24245
C -1.03908 -4.58616 1.86548
C -1.01057 -3.46285 1.06352
N -0.90224 -2.23747 1.57927
C -1.07838 -3.41184 -0.43933
O -1.17908 -4.31782 -1.17015
O -0.99637 -2.06785 -0.78844
H -0.73254 0.74482 4.54012
H -0.85735 -2.93536 4.84893
H -0.98890 -5.25374 3.90506
H -1.11550 -5.56770 1.41379
O 2.32219 1.08003 0.47980
C 2.18891 0.12467 -0.18104
O 0.94556 -0.68531 0.16972
C 2.90272 -0.36902 -1.32434
C 2.52585 -1.54090 -1.99782
C 3.21945 -1.92891 -3.12219
C 4.26877 -1.13949 -3.59066
C 4.66008 0.01001 -2.90769
C 3.97831 0.40795 -1.77888
H 1.69436 -2.14088 -1.64988
H 2.96320 -2.84731 -3.63148
H 4.78905 -1.42656 -4.49526
H 5.50754 0.58450 -3.25503
H 4.25487 1.30823 -1.24715
C -1.81957 1.23716 -2.54388
S -2.76001 1.35060 -1.03303
O -1.99941 0.19712 -0.15044
C -2.18198 2.82996 -0.31007
C -3.15163 3.80577 -0.09332
C -2.75095 5.00002 0.49036
C -1.42446 5.18265 0.85429
C -0.46590 4.19235 0.61611
C -0.84117 2.99919 0.03616
H -0.76444 1.40742 -2.33527
H -2.20591 2.01797 -3.20368
H -2.00607 0.26122 -2.99210
H -4.18471 3.64982 -0.38156
H -3.47954 5.77903 0.66799
H -1.12878 6.10123 1.34418
H 0.57051 4.35807 0.87742
H -0.08680 2.23956 -0.14268
```

Its multiplicity is 1. For the gap between HOMO and LUMO, the calculation gives 0.1912 Ha. The net charge is +3.

---

Number 1: energy -2176.085073 Eh. Number 2: energy -1780.631825 Eh. Number 3: energy -1040.006959 Eh. Number 4: energy -2147.238600 Eh. Number 5: energy -2733.078187 Eh.